ORCA calculation (ωB97M-V/def2-TZVPD) on an isolated ion of composition C3H5O2 and charge +1.

Geometry as XYZ:
```
10
Properties=species:S:1:pos:R:3:forces:R:3:mulliken_charge:R:1
C -0.6330 1.9580 -0.1079 0.02 -1.12 -0.31 0.017
C -0.4227 -0.4923 -0.1131 1.52 -2.33 -1.72 0.545
C 0.9781 -1.5896 0.2157 -3.06 2.69 -0.18 -0.646
O -1.5096 -0.5545 -0.5105 1.35 0.13 0.85 -0.263
O 0.1069 1.0625 0.2392 0.77 -0.55 0.73 -0.186
H -0.4158 2.9237 0.1351 0.92 2.75 0.82 0.306
H -1.4877 1.7752 -0.6773 -1.70 -0.62 -0.95 0.288
H 1.8060 -1.6251 -0.5230 -1.08 0.40 0.00 0.339
H 0.3106 -2.4698 0.2439 1.11 0.09 0.68 0.299
H 1.2672 -0.9882 1.0979 0.15 -1.45 0.08 0.302
```
Forces are in eV/Å.

Orbital gap = 10.83 eV
Maximum force = 4.1 eV/A
Lowest unoccupied orbital energy = -6.082 eV
Net charge = +1
Calculated total energy = -267.41204 Eh



ORCA calculation (ωB97M-V/def2-TZVPD) on C45H37BrClF4N3OPPdSi as an isolated structure.

Geometry as XYZ:
```
95
Properties=species:S:1:pos:R:3:forces:R:3:mulliken_charge:R:1
Pd -0.6484 -0.4449 0.3912 1.28 0.38 0.11 1.031
F -3.4706 -5.7554 4.2377 0.03 0.06 -0.01 -0.266
C -2.8440 -4.6554 3.8615 -0.04 -0.07 0.05 0.532
C -2.2868 -3.8132 4.8082 -0.03 -0.03 0.08 0.392
F -2.3895 -4.0977 6.0971 0.03 -0.02 -0.06 -0.276
C -1.6231 -2.6737 4.3936 0.05 0.10 -0.07 0.089
F -1.0811 -1.9002 5.3343 -0.04 -0.05 0.03 -0.341
C -1.5060 -2.3244 3.0507 0.06 -0.05 -0.16 -0.517
P -0.6649 -0.7408 2.6325 -0.60 -0.33 0.46 1.732
C -1.6823 0.3848 3.6312 0.08 0.26 -0.25 0.820
C -3.0023 0.5374 3.1997 0.02 -0.06 0.15 -1.026
C -3.8606 1.3894 3.8712 -0.02 -0.02 0.04 -0.608
C -3.4024 2.1053 4.9712 0.01 -0.01 -0.03 -0.721
C -2.0968 1.9458 5.4086 0.04 0.00 0.06 -0.728
C -1.2317 1.0871 4.7435 -0.02 0.00 -0.06 -0.240
C 0.9600 -0.9058 3.3936 0.15 0.30 -0.18 0.449
C 1.7150 0.2585 3.5561 -0.04 -0.11 -0.03 -0.344
C 3.0001 0.1889 4.0674 0.04 0.03 0.03 -0.913
C 3.5444 -1.0441 4.4036 -0.05 -0.03 -0.02 -0.757
C 2.8104 -2.2057 4.2060 0.05 0.00 0.02 -0.870
C 1.5248 -2.1419 3.6899 -0.05 0.05 0.00 -0.513
C -2.0918 -3.1823 2.1174 0.05 0.09 -0.02 -0.247
Br -2.0662 -2.8295 0.2612 -0.05 -0.25 0.01 -0.076
C -2.7416 -4.3359 2.5180 0.00 -0.02 -0.13 0.253
F -3.2778 -5.1569 1.6227 -0.03 0.01 0.07 -0.317
H -3.3552 -0.0209 2.3406 -0.05 0.01 0.01 0.335
H -4.8869 1.4929 3.5441 0.01 0.01 -0.02 0.504
H -4.0676 2.7825 5.4902 -0.01 -0.02 0.02 0.428
H -1.7481 2.4782 6.2835 0.00 0.03 -0.02 0.467
H -0.2215 0.9560 5.1060 -0.01 -0.01 0.02 0.514
H 1.2945 1.2170 3.2705 0.04 0.03 0.06 0.542
H 3.5796 1.0920 4.2070 -0.02 0.01 -0.02 0.504
H 4.5437 -1.0994 4.8143 0.00 0.00 -0.01 0.449
H 3.2397 -3.1655 4.4615 -0.01 0.00 -0.03 0.455
H 0.9691 -3.0547 3.5134 0.00 -0.01 0.08 0.533
C -1.4079 -1.6888 -4.3535 -0.30 0.05 -0.29 -1.616
C -1.1204 -0.1876 -4.3545 0.93 0.42 1.22 1.937
C -0.4998 0.2606 -5.6761 -0.36 -0.22 -0.19 -1.750
C -2.3637 0.6244 -3.9924 -0.20 -0.20 -0.44 -1.568
Si 0.1134 0.1174 -2.8828 -0.28 0.00 -1.49 -0.662
O -0.5387 -0.6209 -1.6082 -0.38 0.32 0.96 -0.310
C 0.4050 1.9743 -2.6499 0.10 -0.20 0.37 0.631
C 0.3999 2.4889 -1.3506 0.08 0.14 -0.21 1.453
C 0.6687 3.8266 -1.0891 -0.01 -0.01 0.07 -1.035
C 0.9411 4.6924 -2.1363 -0.02 0.03 -0.02 -1.064
C 0.9523 4.2089 -3.4371 -0.01 -0.09 -0.02 -0.899
C 0.6971 2.8667 -3.6862 -0.05 0.01 0.00 -0.365
C 1.7587 -0.6756 -3.3758 0.03 0.21 0.57 0.778
C 1.9096 -2.0650 -3.3008 0.12 0.07 -0.04 -0.249
C 3.1248 -2.6708 -3.5934 -0.07 -0.03 -0.07 -0.902
C 4.2178 -1.8950 -3.9572 0.01 0.00 0.03 -0.642
C 4.0937 -0.5138 -4.0181 -0.04 0.08 -0.03 -0.738
C 2.8738 0.0904 -3.7310 0.06 -0.24 0.02 -0.140
H -2.2727 -1.9070 -4.9929 0.06 -0.03 -0.03 0.491
H -1.6403 -2.0540 -3.3505 0.00 -0.01 -0.02 0.139
H -0.5595 -2.2530 -4.7459 -0.01 -0.01 0.03 0.359
H -1.0781 -0.1456 -6.5151 0.01 0.06 -0.01 0.480
H 0.5254 -0.0992 -5.7902 0.00 0.01 -0.01 0.284
H -0.5082 1.3455 -5.7793 0.00 -0.02 -0.02 0.357
H -3.1448 0.4979 -4.7529 -0.02 0.02 0.05 0.548
H -2.1423 1.6927 -3.9217 -0.01 -0.01 0.02 0.290
H -2.7754 0.2909 -3.0376 -0.02 0.00 -0.04 0.006
H 0.1786 1.8191 -0.5297 0.01 0.05 0.01 -0.300
H 0.6701 4.1992 -0.0702 -0.01 -0.01 0.00 0.533
H 1.1429 5.7382 -1.9436 0.02 -0.01 0.01 0.392
H 1.1648 4.8751 -4.2634 0.01 0.01 0.02 0.487
H 0.7228 2.5151 -4.7089 0.05 0.02 0.01 0.268
H 1.0653 -2.6779 -3.0021 0.01 -0.01 0.00 0.473
H 3.2177 -3.7496 -3.5445 0.01 0.00 -0.01 0.476
H 5.1643 -2.3644 -4.1950 0.00 -0.01 0.00 0.414
H 4.9449 0.0972 -4.2927 0.00 -0.02 -0.01 0.439
H 2.7963 1.1705 -3.7756 0.01 0.00 0.01 0.379
Cl -5.2274 1.8403 -1.9923 -0.02 -0.02 -0.01 -0.168
C -3.9450 2.1004 -0.8796 0.00 0.07 0.06 0.014
C -3.6887 3.3616 -0.3679 0.03 0.04 -0.03 -0.519
C -2.6489 3.5108 0.5352 -0.11 -0.02 0.00 -1.039
C -1.8976 2.4060 0.8801 0.01 -0.02 0.15 -0.318
N -2.1444 1.1969 0.3729 0.34 -0.74 -0.43 1.355
C -3.1499 1.0373 -0.4884 -0.05 -0.02 0.03 -1.050
H -4.2900 4.2059 -0.6768 -0.01 -0.01 0.02 0.503
H -2.4281 4.4762 0.9673 0.05 -0.01 -0.01 0.530
H -1.0824 2.4808 1.5880 0.01 0.00 -0.02 0.369
H -3.3265 0.0396 -0.8661 0.04 0.01 -0.06 0.523
N 5.0021 2.3148 -0.0712 0.01 -0.02 0.01 -0.537
C 4.4196 1.3253 -0.0614 -0.02 -0.01 -0.04 -0.476
C 3.6634 0.1044 -0.0280 -0.02 -0.05 0.02 -0.174
C 4.2347 -1.1308 -0.3167 -0.01 0.02 -0.02 -0.276
C 3.4388 -2.2584 -0.2343 0.10 0.03 0.07 -1.235
C 2.1089 -2.1184 0.1147 -0.12 -0.09 0.01 -0.780
N 1.5621 -0.9323 0.3824 -0.84 0.16 -0.18 1.129
C 2.3223 0.1587 0.3207 0.10 -0.01 0.04 0.011
H 5.2785 -1.2000 -0.5903 -0.01 0.01 -0.03 0.596
H 3.8468 -3.2378 -0.4367 -0.05 0.00 -0.03 0.510
H 1.4562 -2.9789 0.1903 -0.04 0.02 -0.08 0.514
H 1.8646 1.1066 0.5636 0.01 -0.01 -0.05 0.873
```
Forces are in eV/Å.

Orbital gap = 6.67 eV
Maximum force = 1.6 eV/A
Lowest unoccupied orbital energy = -3.886 eV
Net charge = +1
Calculated total energy = -6168.76944 Eh



ORCA calculation (ωB97M-V/def2-TZVPD) on C8H7NO6Ti as an isolated structure.

Geometry as XYZ:
```
23
Properties=species:S:1:pos:R:3:forces:R:3:mulliken_charge:R:1
O -1.8942 -5.0955 -0.4054 1.24 4.49 0.22 -0.002
C -1.5852 -3.9927 -0.3496 -1.24 -4.63 -0.22 0.390
Ti -0.9414 -1.6956 -0.2257 0.57 2.74 0.09 -0.230
O -2.7999 -1.0803 -2.8664 3.24 -1.42 4.71 -0.026
C -2.1616 -1.3538 -1.9379 -4.25 1.62 -6.06 0.607
C 0.2661 -2.2837 1.4394 4.22 -1.67 5.83 0.565
O 0.9566 -2.5114 2.3429 -3.46 1.12 -4.53 -0.032
C 0.6963 -2.2359 -1.4876 5.66 -1.51 -4.48 0.587
O 1.6097 -2.4436 -2.1709 -4.56 1.02 3.44 -0.029
C -2.5891 -1.4067 1.0979 -5.70 1.43 4.65 0.617
O -3.4564 -1.1592 1.8262 4.38 -1.28 -3.67 -0.028
C -0.1161 2.8318 -0.1537 -0.42 0.69 -0.15 -0.764
N 0.9919 1.9538 0.2292 -0.78 -2.74 -0.13 0.091
C 2.2756 2.5143 0.6278 0.88 0.12 0.26 -0.667
C 0.8094 0.6485 0.2177 2.23 3.44 0.56 0.061
O -0.3348 0.1803 -0.1121 -2.01 -3.90 -0.49 -0.559
H 0.2561 3.8567 -0.0698 -0.31 -0.22 -0.09 0.317
H -0.9810 2.6973 0.5146 0.39 0.02 -0.13 0.328
H -0.4351 2.6393 -1.1901 0.23 0.03 0.33 0.325
H 2.5145 2.2066 1.6517 -0.10 0.21 -0.13 0.364
H 3.0646 2.1412 -0.0340 -0.13 0.22 0.03 0.366
H 2.2049 3.5989 0.5636 0.18 -0.18 0.06 0.236
H 1.6491 -0.0103 0.4923 -0.26 0.40 -0.08 0.483
```
Forces are in eV/Å.

Orbital gap (alpha / beta) = 6.45 / 6.44 eV
Maximum force = 7.6 eV/A
Lowest unoccupied orbital energy (alpha / beta) = -15.116 / -15.176 eV
Net charge = +3
Calculated total energy = -1663.53229 Eh
Spin multiplicity = 2



ORCA calculation (ωB97M-V/def2-TZVPD) on an isolated ion of composition C6H6N and charge +1.

Geometry as XYZ:
```
13
Properties=species:S:1:pos:R:3:forces:R:3:mulliken_charge:R:1
C 0.8728 -0.5043 1.4920 -0.76 1.76 -2.84 -0.238
C -1.3138 -1.6235 1.3411 -2.21 -1.18 -0.11 -0.020
C -0.0139 -0.4836 -1.9501 -1.04 -1.21 -0.68 -0.585
C -0.7053 1.0997 0.0129 1.43 0.56 -0.64 -0.557
C 0.7862 0.5138 0.4950 1.26 1.23 1.25 -0.047
C -0.1566 0.1310 -0.8247 0.63 1.04 0.63 0.434
N -0.2523 -1.2065 1.5505 1.10 -0.18 1.06 0.051
H 1.6885 -0.8860 2.0846 0.49 0.52 0.08 0.428
H 0.4903 -1.4426 -2.1892 0.17 1.29 0.05 0.300
H -0.8083 -0.0692 -2.6000 0.43 -0.82 -0.19 0.274
H -1.6129 0.9616 0.5493 -0.38 -0.66 0.78 0.290
H -0.5412 2.1380 -0.2576 0.20 0.04 0.07 0.271
H 1.5663 1.3717 0.2962 -1.31 -2.40 0.53 0.397
```
Forces are in eV/Å.

Orbital gap = 8.45 eV
Maximum force = 3.4 eV/A
Lowest unoccupied orbital energy = -6.839 eV
Net charge = +1
Calculated total energy = -286.50828 Eh



ORCA calculation (ωB97M-V/def2-TZVPD) on one molecule with the formula C8H12N2O.

Geometry as XYZ:
```
23
Properties=species:S:1:pos:R:3:forces:R:3:mulliken_charge:R:1
C 1.2558 1.2796 0.3327 -0.70 -0.62 0.46 -0.055
C 1.8256 -0.9717 0.2180 0.39 -0.31 2.16 0.247
C 0.8510 2.5355 0.5295 -0.03 -1.71 0.85 -0.860
C 0.7352 -0.0456 0.7497 -0.53 -0.16 -1.84 0.176
C -1.6275 0.6412 0.2545 -1.69 -0.96 2.23 -2.171
C -0.9946 -1.8746 0.4731 -2.95 1.79 -1.39 -1.526
C -0.3448 -0.4529 -1.5487 -0.64 -1.47 1.40 -2.116
C -0.6093 -0.4248 0.0181 1.41 -0.71 -1.42 1.967
N 2.3841 1.0341 -0.4586 1.44 0.99 -1.59 -0.077
N 2.7851 -0.1389 -0.5291 -0.82 -0.26 -0.02 -0.534
O 1.9966 -2.1210 0.5239 0.11 0.64 -0.89 -0.499
H 1.1866 3.2436 -0.1626 0.80 1.37 -0.36 0.323
H 0.2296 2.7574 1.3859 -0.48 0.23 -0.47 0.310
H 0.5115 -0.1715 1.7602 0.14 -0.25 1.83 0.770
H -2.5581 0.2318 -0.1300 -0.55 0.03 0.50 0.521
H -1.4774 1.4488 -0.3475 0.80 2.35 -1.75 0.595
H -1.7527 1.1154 1.2939 0.16 -1.36 -1.16 0.261
H -1.1065 -2.5302 -0.3886 0.07 -0.01 0.02 0.357
H -0.2347 -2.2063 1.0490 2.16 -1.54 1.94 0.443
H -1.9603 -1.9280 1.0381 0.81 0.29 -0.37 0.349
H -1.1619 -0.8633 -2.0804 -1.45 -1.12 0.00 0.602
H 0.4672 -1.0187 -1.9739 0.79 -0.18 0.51 0.433
H -0.4005 0.4601 -2.0074 0.77 2.97 -0.65 0.483
```
Forces are in eV/Å.

Orbital gap = 8.44 eV
Maximum force = 3.7 eV/A
SMILES = C=C1N=NC(=O)[C@@H]1C(C)(C)C
Lowest unoccupied orbital energy = -0.852 eV
Net charge = 0
Calculated total energy = -496.67718 Eh



ORCA calculation (ωB97M-V/def2-TZVPD) on a 2-piece molecular cluster, C4H12NO3 overall.

Geometry as XYZ:
```
20
Properties=species:S:1:pos:R:3:forces:R:3:mulliken_charge:R:1
C 0.2707 0.3653 0.6355 -1.47 -0.31 -0.05 -0.594
C 1.3648 1.0257 -0.1640 0.11 1.82 0.38 -0.609
C 2.6520 0.2228 -0.2336 -1.36 -0.87 -0.71 -0.375
O 2.4008 -0.9830 -0.9794 0.57 0.05 0.36 -0.601
N -0.3318 -0.7824 -0.1230 0.03 1.80 0.54 -0.483
C -1.5027 -1.2508 0.6032 -0.66 -1.95 0.39 -0.664
O -2.4367 -0.3583 1.1276 1.10 0.40 -0.35 -0.570
H 0.5459 0.0236 1.6345 0.71 -0.32 -0.04 0.370
H -0.5500 1.0633 0.8954 0.46 0.05 -0.52 0.439
H 0.9647 1.3830 -1.1399 0.33 -0.73 0.31 0.292
H 1.5716 1.9918 0.3435 0.17 -0.35 -0.03 0.299
H 3.4475 0.7181 -0.7770 0.21 0.30 0.13 0.318
H 2.9389 0.0087 0.8055 0.30 -0.09 -0.15 0.233
H 1.5154 -1.3046 -0.7278 -0.14 0.14 0.04 0.486
H -0.7447 -0.2941 -0.9234 -0.03 -0.20 -0.25 0.236
H -1.9778 -1.9608 -0.0971 -0.14 0.20 -0.02 0.301
H -1.1539 -1.8859 1.4297 0.14 0.16 0.14 0.391
H -2.6222 0.2784 0.3222 -0.89 -0.25 -0.26 0.421
H -3.5378 0.8571 -1.6265 -0.30 -0.12 -0.01 0.122
O -2.8146 0.8819 -1.0056 0.83 0.27 0.09 -1.012
```
Forces are in eV/Å.

Orbital gap = 7.63 eV
Maximum force = 2.1 eV/A
Lowest unoccupied orbital energy = 3.710 eV
Net charge = -1
Calculated total energy = -440.08604 Eh



What is the net charge in the sixth record?
-1



Which of these has the lowest calculated total energy?
C45H37BrClF4N3OPPdSi